No. 1
The following is a quantum chemistry calculation of an isolated molecule of C3H4N4O at a distorted geometry, from the Open Molecules 2025 dataset.

Calculated values
max |F|: 6.2 eV Å⁻¹
HOMO energy: -10.47 eV
Kohn-Sham gap: 9.39 eV
2S+1: 1
LUMO: -0.03991 hartree
E_tot: -11181.124 eV
energy relative to the best compared isomer or geometry (same formula, charge and spin): 274.5 kJ/mol

Last columns: bonded neighbours and bond lengths (Å).
Atoms and positions in Å:
1 O 1.19209 1.88529 -0.04385  C7 1.235
2 N -1.12204 1.57546 0.14834  C7 1.396, C8 1.332
3 N -1.86421 -0.68156 -0.01188  N5 1.287, C8 1.284
4 N 0.29375 -0.28296 0.06123  N5 1.299, C6 1.404, C7 1.436
5 N -0.66862 -1.15561 0.03846  N3 1.287, N4 1.299
6 C 1.55409 -0.90121 0.01969  N4 1.404, H9 1.062, H11 1.131, H12 1.169
7 C 0.20359 1.15008 0.04499  O1 1.235, N2 1.396, N4 1.436
8 C -2.01234 0.59333 0.01503  N2 1.332, N3 1.284, H10 1.143
9 H 1.96543 -0.35955 -0.79589  C6 1.062
10 H -3.01999 1.06006 -0.25428  C8 1.143
11 H 2.23133 -0.86660 0.92521  C6 1.131
12 H 1.24692 -2.01673 -0.14706  C6 1.169

=====

No. 2
The following is a quantum chemistry calculation of an isolated molecule of C3H4N4O at a distorted geometry, from the Open Molecules 2025 dataset.

Calculated values
max |F|: 4.6 eV Å⁻¹
HOMO energy: -9.88 eV
Kohn-Sham gap: 9.56 eV
2S+1: 1
LUMO: -0.01172 hartree
E_tot: -11180.627 eV
energy relative to the best compared isomer or geometry (same formula, charge and spin): 322.5 kJ/mol

Last columns: bonded neighbours and bond lengths (Å).
Atoms and positions in Å:
1 O 2.51363 1.19521 1.81004  C6 1.217
2 N -0.30381 0.06899 -0.35384  N4 1.382, C7 1.392, C8 1.406
3 N 0.86332 1.74219 0.33595  N4 1.217, C6 1.453
4 N -0.10371 1.43620 -0.33719  N2 1.382, N3 1.217
5 N 1.76399 -0.55692 0.68306  C6 1.379, C7 1.344
6 C 1.65597 0.76431 1.06253  O1 1.217, N3 1.453, N5 1.379
7 C 0.60967 -0.88790 0.07950  N2 1.392, N5 1.344, H10 1.168
8 C -1.56658 -0.38568 -0.77434  N2 1.406, H9 1.098, H11 1.087, H12 1.164
9 H -1.39789 -1.01422 -1.65841  C8 1.098
10 H 0.23867 -1.99530 0.09773  C7 1.168
11 H -1.98316 -0.84561 0.11800  C8 1.087
12 H -2.29011 0.47872 -1.06303  C8 1.164

=====

No. 3
The following is a quantum chemistry calculation of an isolated molecule of C3H4N4O at a distorted geometry, from the Open Molecules 2025 dataset.

Calculated values
max |F|: 4.7 eV Å⁻¹
HOMO energy: -10.30 eV
Kohn-Sham gap: 10.57 eV
2S+1: 1
LUMO: 0.00971 hartree
E_tot: -11178.825 eV
energy relative to the best compared isomer or geometry (same formula, charge and spin): 496.3 kJ/mol

Last columns: bonded neighbours and bond lengths (Å).
Atoms and positions in Å:
1 O -0.68991 -1.65734 1.03772  N2 1.448, N3 1.325
2 N -1.53131 -0.59695 1.55137  O1 1.448, N5 1.195
3 N 0.17132 -1.08986 0.20622  O1 1.325, C8 1.355
4 N 0.30325 1.10071 -0.69173  C6 1.520, C7 1.535, C8 1.326
5 N -1.30211 0.40127 0.93631  N2 1.195, C8 1.360
6 C 1.01035 0.63078 -1.95223  N4 1.520, C7 1.464, H9 1.091, H11 1.019
7 C 1.83207 1.04405 -0.81336  N4 1.535, C6 1.464, H10 1.043, H12 1.133
8 C -0.26870 0.18559 0.07885  N3 1.355, N4 1.326, N5 1.360
9 H 1.08987 1.45240 -2.66517  C6 1.091
10 H 2.26864 0.25043 -0.29566  C7 1.043
11 H 0.87629 -0.34260 -2.22244  C6 1.019
12 H 2.35411 2.02976 -1.01333  C7 1.133